Entry from the OMol25 dataset: 2 unconnected molecules or ions with the total composition C3H9NO2 (ωB97M-V/def2-TZVPD).

Geometry (Å):
1 C -0.4615 1.4210 -0.9465
2 N -1.0388 2.6558 -1.4741
3 H -1.3428 2.5258 -2.4275
4 H -1.8102 2.9941 -0.9184
5 H 2.8365 -1.1955 1.4010
6 H -0.0616 0.8626 -1.7991
7 H -1.0389 0.7725 -0.2887
8 H 0.3972 1.6354 -0.2976
9 C -0.1599 -2.0094 0.7917
10 C 0.9460 -1.1286 1.2979
11 O 0.8441 -0.0413 1.7876
12 O 2.1436 -1.6133 0.8687
13 H 0.2030 -3.0375 0.7241
14 H -0.4737 -1.7259 -0.2043
15 H -0.9832 -2.1156 1.4852

The total energy comes out at -324.93310 Ha. The calculation puts the LUMO energy at 0.73 eV. The SMILES is CC(=O)O.CN. As for the energy above the lowest of the compared OMol25 structures with the same formula, charge and spin: 103.7 kJ/mol. As for the multiplicity: 1. The HOMO-LUMO gap is 0.3583 Ha.

Atom charges from the Löwdin analysis, given in e for atoms 1 to 6: C -0.21; N -0.07; H 0.05; H 0.05; H 0.12; H 0.07

---

Entry from the OMol25 dataset: 2 unconnected molecules or ions with the total composition C3H9NO2 (ωB97M-V/def2-TZVPD).

Geometry (Å):
1 C -0.4655 -0.5682 -2.8382
2 O -1.8883 -0.4948 -2.6608
3 H -2.2635 -1.2396 -2.2213
4 H -0.2655 0.4687 -2.9607
5 H -0.1182 -0.9254 -1.8339
6 H -0.0705 -1.0324 -3.5742
7 C 1.1977 -0.3833 2.2473
8 C 0.4844 0.4086 1.1623
9 O 0.4735 0.2346 -0.0082
10 N -0.2267 1.6013 1.5954
11 H -0.9991 1.9719 1.1925
12 H -0.1102 1.8770 2.4680
13 H 1.0268 -0.1564 3.3093
14 H 2.2885 -0.2890 2.1059
15 H 0.9366 -1.4729 2.0166

The total energy comes out at -324.88403 Ha. The calculation puts the LUMO energy at 0.82 eV. The SMILES is CC(N)=O.CO. As for the energy above the lowest of the compared OMol25 structures with the same formula, charge and spin: 232.6 kJ/mol. As for the multiplicity: 1. The HOMO-LUMO gap is 0.3915 Ha.

Atom charges from the Löwdin analysis, given in e for atoms 1 to 6: C -0.12; O -0.12; H 0.05; H 0.08; H 0.08; H 0.00

---

Entry from the OMol25 dataset: a single C3H9NO2 molecule (ωB97M-V/def2-TZVPD).

Geometry (Å):
1 C 0.2595 1.1950 0.8821
2 O -0.4171 2.4185 0.8868
3 C -0.3568 -0.0435 0.1885
4 C 0.5719 -1.2609 0.1648
5 O 0.0380 -2.4436 -0.4676
6 N -0.6718 0.0257 -1.3003
7 H 0.4929 0.8814 2.0032
8 H 1.2332 1.2939 0.3298
9 H 0.0045 3.1117 0.4856
10 H -1.3219 -0.2491 0.6401
11 H 1.4928 -1.0213 -0.3679
12 H 1.0291 -1.3900 1.2303
13 H -0.1592 -2.4451 -1.3574
14 H -1.2747 0.8139 -1.6309
15 H -0.9205 -0.8865 -1.6870

The total energy comes out at -324.86702 Ha. The calculation puts the LUMO energy at 0.87 eV. The SMILES is NC(CO)CO. As for the energy above the lowest of the compared OMol25 structures with the same formula, charge and spin: 277.2 kJ/mol. As for the multiplicity: 1. The HOMO-LUMO gap is 0.3660 Ha.

Atom charges from the Löwdin analysis, given in e for atoms 1 to 6: C -0.24; O -0.02; C -0.34; C -0.23; O -0.05; N 0.01

---

Entry from the OMol25 dataset: 2 unconnected molecules or ions with the total composition C3H9NO2 (ωB97M-V/def2-TZVPD).

Geometry (Å):
1 C -2.1873 -0.0581 -1.2250
2 N -1.5390 1.2752 -1.2699
3 H 0.3551 0.3746 -0.4822
4 H -2.0320 1.9557 -1.8244
5 H -1.3435 1.6281 -0.3434
6 H -3.2851 0.0153 -1.3966
7 H -1.9297 -0.6255 -0.3374
8 H -2.0163 -0.4405 -2.2378
9 C 2.5814 -0.6698 1.4725
10 C 1.2261 -0.6393 0.8280
11 O 0.2691 -1.2026 1.2971
12 O 1.1059 0.5141 0.1154
13 H 3.1664 -1.5900 1.3853
14 H 2.4628 -0.7687 2.5900
15 H 3.1661 0.2314 1.4284

The total energy comes out at -324.91121 Ha. The calculation puts the LUMO energy at 0.84 eV. The SMILES is CC(=O)O.CN. As for the energy above the lowest of the compared OMol25 structures with the same formula, charge and spin: 161.2 kJ/mol. As for the multiplicity: 1. The HOMO-LUMO gap is 0.3727 Ha.

Atom charges from the Löwdin analysis, given in e for atoms 1 to 6: C -0.17; N -0.08; H 0.07; H 0.06; H 0.05; H 0.07

---

Entry from the OMol25 dataset: 2 unconnected molecules or ions with the total composition C3H9NO2S (ωB97M-V/def2-TZVPD).

Geometry (Å):
1 C -0.4661 -0.3518 0.2040
2 O -0.8740 -1.4947 -0.5524
3 C 0.6931 0.3311 -0.5056
4 C 1.0280 1.6768 0.1175
5 S 1.9081 1.6502 1.7728
6 N 1.8910 -0.5520 -0.5370
7 H -1.2981 0.3424 0.3453
8 H -0.1322 -0.6943 1.1899
9 H 0.3741 0.4818 -1.5455
10 H 0.2064 2.3945 0.1499
11 H 1.7678 2.1694 -0.5295
12 H 2.6335 -0.0556 -0.0521
13 H 1.6441 -1.3370 0.0541
14 H -1.8152 -1.6929 -0.4315
15 H -3.3170 -1.4613 0.2806
16 O -4.2434 -1.4066 0.0396

The total energy comes out at -723.05222 Ha. The calculation puts the LUMO energy at 5.84 eV. As for the energy above the lowest of the compared OMol25 structures with the same formula, charge and spin: 78.4 kJ/mol. As for the multiplicity: 1. Its total charge is -2. The HOMO-LUMO gap is 0.2246 Ha.

Atom charges from the Löwdin analysis, given in e for atoms 1 to 6: C -0.26; O -0.10; C -0.49; C -0.70; S 0.01; N 0.00

---

Entry from the OMol25 dataset: a single C3H9NO2S molecule (ωB97M-V/def2-TZVPD).

Geometry (Å):
1 C 0.2235 1.4670 -0.8153
2 C -0.2769 -0.9594 -0.0220
3 C 0.5433 0.3168 0.1750
4 N -1.6848 -0.8459 0.3642
5 O 2.6179 -0.8782 -1.1154
6 O 3.2100 0.3141 0.9678
7 S 2.2348 -0.3763 0.1997
8 H 0.4359 1.1237 -1.8013
9 H -0.9484 1.5404 -0.7556
10 H 0.6792 2.3334 -0.6596
11 H -0.1409 -1.3106 -1.0792
12 H 0.0890 -1.8083 0.6039
13 H 0.3028 0.6447 1.1633
14 H -1.9429 0.0177 0.9647
15 H -2.2498 -0.9734 -0.4400
16 H 1.7972 -1.4440 1.1625

The total energy comes out at -723.04552 Ha. The calculation puts the LUMO energy at 0.56 eV. The SMILES is C[C@@H](CN)[SH](=O)=O. As for the energy above the lowest of the compared OMol25 structures with the same formula, charge and spin: 322.5 kJ/mol. As for the multiplicity: 1. The HOMO-LUMO gap is 0.3761 Ha.

Atom charges from the Löwdin analysis, given in e for atoms 1 to 6: C -0.04; C -0.34; C -0.43; N -0.01; O -0.34; O -0.36

---

- What is the LUMO energy in the second record?
  0.82 eV

---

Copy entry 4 word for word.
Entry from the OMol25 dataset: 2 unconnected molecules or ions with the total composition C3H9NO2 (ωB97M-V/def2-TZVPD).

Geometry (Å):
1 C -2.1873 -0.0581 -1.2250
2 N -1.5390 1.2752 -1.2699
3 H 0.3551 0.3746 -0.4822
4 H -2.0320 1.9557 -1.8244
5 H -1.3435 1.6281 -0.3434
6 H -3.2851 0.0153 -1.3966
7 H -1.9297 -0.6255 -0.3374
8 H -2.0163 -0.4405 -2.2378
9 C 2.5814 -0.6698 1.4725
10 C 1.2261 -0.6393 0.8280
11 O 0.2691 -1.2026 1.2971
12 O 1.1059 0.5141 0.1154
13 H 3.1664 -1.5900 1.3853
14 H 2.4628 -0.7687 2.5900
15 H 3.1661 0.2314 1.4284

The total energy comes out at -324.91121 Ha. The calculation puts the LUMO energy at 0.84 eV. The SMILES is CC(=O)O.CN. As for the energy above the lowest of the compared OMol25 structures with the same formula, charge and spin: 161.2 kJ/mol. As for the multiplicity: 1. The HOMO-LUMO gap is 0.3727 Ha.

Atom charges from the Löwdin analysis, given in e for atoms 1 to 6: C -0.17; N -0.08; H 0.07; H 0.06; H 0.05; H 0.07

---

- Which value of HOMO-LUMO gap does entry 4 give?
  0.3727 Ha